The following is a quantum chemistry calculation of 2 unconnected molecules or ions with the total composition C2H4O2 in a non-equilibrium geometry, from the OMol25 dataset.

```
8
Properties=species:S:1:pos:R:3:lowdin_charge:R:1
C -2.2262 -0.2387 -2.3093 -0.11
O -1.4048 0.4631 -2.9246 -0.05
H -1.7970 -1.2060 -1.9550 0.08
H -3.2679 -0.0021 -1.9863 0.08
C 2.1821 0.2482 2.3074 -0.14
O 1.0613 0.0243 1.8823 -0.03
H 2.4240 0.3324 3.3936 0.08
H 3.0285 0.3788 1.5918 0.08
```

Properties
- total charge = 0
- gap between HOMO and LUMO (Eh) = 0.400
- SMILES = C=O.C=O
- total energy (eV) = -6231.67071
- LUMO energy (eV) = 0.7